(w)
The following is a quantum chemistry calculation of 6 unconnected molecules or ions with the total composition H12O6, from the Open Molecules 2025 dataset.

Positions of all 18 atoms, in Å:
O 12.93319 -14.97421 14.06067
H 13.65275 -15.52755 14.31598
H 12.97470 -14.97515 13.12338
O 14.27660 -12.73749 14.19097
H 13.58123 -12.29150 14.66082
H 13.86830 -13.54691 13.94344
O 15.35065 -16.39372 13.71906
H 15.21667 -17.36750 13.73544
H 14.82202 -16.11042 13.02155
O 14.59689 -14.66031 11.85279
H 14.60305 -15.12380 10.99414
H 15.49297 -14.54609 12.04084
O 17.64487 -15.37706 12.28293
H 16.97575 -15.87356 12.76032
H 17.98703 -14.79143 12.96885
O 14.59590 -18.96016 12.92812
H 14.83122 -19.82548 13.12720
H 14.93114 -18.84807 12.00627

***

(x)
The following is a quantum chemistry calculation of 6 unconnected molecules or ions with the total composition H12O6, from the Open Molecules 2025 dataset.

Positions of all 18 atoms, in Å:
O -2.54808 1.41309 -1.04559
H -2.15241 0.88575 -0.33849
H -1.75428 1.72710 -1.50615
O 0.40075 2.41627 0.43893
H -0.02929 1.53925 0.50714
H 0.37586 2.73510 1.32993
O 0.97023 0.48010 -2.21796
H 0.41974 1.04728 -2.77533
H 1.16212 1.05715 -1.46462
O 1.61421 -1.03853 1.87946
H 1.63252 -1.01094 2.83516
H 1.72935 -0.11754 1.58671
O -0.69552 -0.20191 0.35032
H -1.16151 -0.93165 0.74443
H -0.19160 -0.61543 -0.38086
O 0.16777 -3.00558 -0.34220
H 0.70023 -2.93105 0.46623
H -0.64011 -3.44844 -0.06711

***

Quick one: least stable of them? (w)

***

(w)
The following is a quantum chemistry calculation of 2 unconnected molecules or ions with the total composition C3H5NO2, from the Open Molecules 2025 dataset.

Positions of all 11 atoms, in Å:
C -1.83800 -0.25320 -0.82857
C -1.08219 -0.42012 0.28451
C 0.09767 0.25373 0.61309
N 2.75821 -0.89735 0.15641
O 0.54344 1.28555 -0.09541
O 3.01301 0.24305 -0.06780
H -2.67938 -0.89533 -1.01562
H -1.61941 0.51178 -1.54954
H -1.33170 -1.22793 0.96152
H 0.63289 -0.02355 1.51403
H 1.50547 1.42337 0.02738

***

(x)
The following is a quantum chemistry calculation of C3H5NO2 in the gas phase, from the Open Molecules 2025 dataset.

Positions of all 11 atoms, in Å:
H 1.95681 1.37001 0.44298
N 1.30422 0.59616 0.43311
C 1.20027 0.02445 -0.68859
O 0.25480 -0.91036 -0.89553
C -0.72066 -0.93555 0.15166
C -1.15876 0.50233 0.41527
O -1.61081 0.92441 1.44540
H 1.75514 0.22384 -1.60780
H -0.33918 -1.40960 1.05988
H -1.56545 -1.50486 -0.24981
H -1.07638 1.11919 -0.50657

***

(y)
The following is a quantum chemistry calculation of C3H5NO2 in the gas phase, from the Open Molecules 2025 dataset.

Positions of all 11 atoms, in Å:
O 2.07963 -0.65742 -0.80960
C 1.76596 -0.13512 0.23496
C 0.32999 0.14084 0.60579
N -0.53339 -0.39992 -0.40864
C -1.78460 0.11604 -0.53347
O -2.26187 0.91384 0.25315
H 2.53355 0.16978 0.97154
H 0.10516 -0.28402 1.59503
H 0.16983 1.22457 0.70737
H -0.07133 -0.81190 -1.20797
H -2.33292 -0.27670 -1.40817

***

(z)
The following is a quantum chemistry calculation of C3H5NO2 in the gas phase, from the Open Molecules 2025 dataset.

Positions of all 11 atoms, in Å:
C 0.83756 -1.64271 0.28313
N 0.46812 -0.59421 1.21803
C -0.22255 0.37305 0.82690
O -0.71847 0.45753 -0.47634
C -0.86432 1.68858 -1.01088
O -0.60769 2.72427 -0.46546
H 0.52199 -2.60271 0.70167
H 1.92978 -1.65791 0.20289
H 0.40440 -1.52332 -0.71563
H -0.50749 1.19997 1.47250
H -1.24134 1.57745 -2.03682

***

Quick one: least stable of them? (w)

***

(w)
The following is a quantum chemistry calculation of C3H3I in the gas phase, from the Open Molecules 2025 dataset.

Positions of all 7 atoms, in Å:
I -2.80096 -0.12867 -0.03198
C -0.77265 0.12963 -0.03698
C 0.30197 0.84654 -0.04709
C 0.57258 -0.63935 -0.03830
H 0.77004 1.71236 0.23490
H 0.94615 -1.09169 -1.01294
H 0.98287 -0.82881 0.93239

***

(x)
The following is a quantum chemistry calculation of C3H3I in the gas phase, from the Open Molecules 2025 dataset.

Positions of all 7 atoms, in Å:
C 1.22842 -1.32124 0.06924
C 0.49238 -0.35455 0.03052
C -0.49267 0.79442 0.06627
I -2.50007 0.12213 0.04154
H 1.88635 -2.00186 -0.17342
H -0.50102 1.43483 0.86963
H -0.11339 1.32626 -0.90377

***

Quick one: least stable of them? (w)

***

(w)
The following is a quantum chemistry calculation of C6H10O in the gas phase, from the Open Molecules 2025 dataset.

Positions of all 17 atoms, in Å:
C 0.42019 1.01874 -1.45631
C -0.44027 0.30410 -0.74728
C 1.74006 0.07412 0.09251
C 0.30947 -0.46887 0.31397
C -1.93766 0.23699 -0.87387
C -0.18298 -0.23083 1.74320
O 2.75236 -0.70009 -0.34983
H 0.40816 1.70183 -2.27483
H 2.07748 0.87495 0.72599
H 0.29079 -1.55397 0.11626
H -2.38477 0.92837 -0.15939
H -2.29602 -0.76611 -0.64711
H -2.26095 0.52165 -1.87078
H -1.12405 -0.75174 1.90891
H -0.33621 0.83347 1.91461
H 0.55120 -0.59880 2.45935
H 2.41319 -1.42380 -0.89541

***

(x)
The following is a quantum chemistry calculation of a molecular structure, C6H10O, from the Open Molecules 2025 dataset.

Positions of all 17 atoms, in Å:
C 0.63911 0.61767 -0.01953
C -1.78748 -0.09201 -0.63409
C -0.52388 -0.63178 -0.86436
C -2.59741 -0.35478 0.58436
C 2.07866 0.29794 -0.29597
C 3.01030 0.26702 0.69188
O 0.91917 1.68727 -0.70086
H 0.33217 0.71622 1.03164
H -2.12393 0.71656 -1.27299
H -0.15765 -0.63346 -1.88788
H -0.29161 -1.55706 -0.33712
H 2.27782 -0.13125 -1.26800
H -2.20421 -1.19298 1.15479
H -3.63486 -0.57152 0.31613
H -2.63215 0.52227 1.23787
H 2.80893 0.69471 1.66220
H 3.88701 -0.35483 0.60193

***

Quick one: least stable of them? (x)

***

(w)
The following is a quantum chemistry calculation of C6H10O in the gas phase, from the Open Molecules 2025 dataset.

Positions of all 17 atoms, in Å:
C -2.10701 -0.11960 0.17626
C -1.04280 0.75840 -0.46758
C 0.11613 1.20232 0.48632
C 0.35988 0.28897 -0.65556
C 0.90583 -1.09239 -0.36424
C 2.26253 -0.73998 0.19951
O 2.38422 -0.07221 1.19929
H -3.10439 0.31589 0.04684
H -1.93271 -0.19905 1.25313
H -2.13493 -1.13834 -0.23232
H -1.42163 1.33021 -1.32148
H 0.65876 2.14796 0.53572
H 0.02025 0.74667 1.47203
H 0.85540 0.80620 -1.47564
H 0.97400 -1.73361 -1.25036
H 0.27405 -1.58051 0.38589
H 3.15020 -0.98048 -0.41539

***

(x)
The following is a quantum chemistry calculation of C6H10O in the gas phase, from the Open Molecules 2025 dataset.

Positions of all 17 atoms, in Å:
C -2.16868 -0.23098 0.40117
C -1.00646 0.71717 0.42883
C 0.19505 0.55201 -0.12695
C 1.27879 1.59293 -0.00187
C 0.60724 -0.69770 -0.87010
C 1.16084 -1.75956 0.06992
O 0.66216 -2.03789 1.13236
H -3.09398 0.30146 0.15189
H -2.03829 -1.04166 -0.32152
H -2.31117 -0.69374 1.38462
H -1.17327 1.64021 0.98634
H 1.44720 2.10218 -0.96014
H 1.02639 2.35056 0.74568
H 2.23426 1.13681 0.28841
H 1.35693 -0.47156 -1.63810
H -0.24273 -1.16249 -1.38772
H 2.06572 -2.29774 -0.28282

***

Quick one: least stable of them? (w)

***

(w)
The following is a quantum chemistry calculation of C6H10O in the gas phase, from the Open Molecules 2025 dataset.

Positions of all 17 atoms, in Å:
C 0.69933 -1.34646 1.27050
C -0.62407 -1.20945 1.11567
C -1.13622 -0.50328 -0.02301
C -0.25757 -0.28532 -1.25074
C 0.60853 0.92285 -1.05090
C 0.30621 1.62462 0.19014
O 0.98392 1.39397 1.18458
H 1.39302 -1.42327 0.44217
H 1.07883 -1.66913 2.23050
H -1.27877 -1.30955 1.97796
H -1.04207 0.71658 0.45902
H -2.19786 -0.61772 -0.22825
H -0.88655 -0.14076 -2.13280
H 0.36464 -1.15682 -1.45099
H 1.68842 0.76259 -1.00129
H 0.47691 1.63935 -1.86163
H -0.17670 2.60179 0.12909

***

(x)
The following is a quantum chemistry calculation of C6H10O in the gas phase, from the Open Molecules 2025 dataset.

Positions of all 17 atoms, in Å:
C 0.03057 1.62069 -0.19732
C -1.16291 1.05536 -0.02848
C -1.38213 -0.33729 0.51435
C -0.73395 -1.49929 -0.25444
O 0.58589 -1.28920 -0.70826
C 1.42496 -0.55135 0.15260
C 1.36364 0.92723 -0.22845
H 0.07373 2.66502 -0.50812
H -2.04642 1.65150 -0.25179
H -1.02424 -0.34888 1.55083
H -2.45520 -0.55084 0.57296
H -0.76414 -2.39381 0.39086
H -1.31086 -1.72245 -1.15851
H 1.20387 -0.75701 1.21136
H 2.44553 -0.90720 -0.03205
H 2.15317 1.50176 0.27268
H 1.59848 0.93577 -1.29821

***

Quick one: least stable of them? (w)

***

(w)
The following is a quantum chemistry calculation of 2 unconnected molecules or ions with the total composition C5H10N2O, from the Open Molecules 2025 dataset.

Positions of all 18 atoms, in Å:
C -0.82286 -1.61530 -0.58552
C -1.07655 -0.50382 0.03373
C -1.38098 0.60485 0.67004
C -2.72057 1.26977 0.49118
O -0.59480 1.21095 1.58721
H -0.40793 -1.64253 -1.58455
H -1.03803 -2.58343 -0.14503
H -3.22422 1.32594 1.45868
H -3.34160 0.71462 -0.20682
H -2.57277 2.28841 0.12884
H 0.39250 0.89082 1.47653
H 2.29895 -0.69458 1.27142
N 1.82444 0.19064 0.97739
N 1.78924 0.42179 -0.21999
C 2.57817 -0.33638 -1.14100
H 1.90391 -0.68308 -1.92546
H 3.08928 -1.19437 -0.68956
H 3.30381 0.33570 -1.59708

***

(x)
The following is a quantum chemistry calculation of C5H10N2O in the gas phase, from the Open Molecules 2025 dataset.

Positions of all 18 atoms, in Å:
O -2.20240 -0.16651 -0.44993
C -1.31641 -0.30696 0.57123
C -0.08817 -1.36172 0.05274
N 1.34376 -1.01580 0.17064
C 1.79153 0.37523 -0.07957
C 0.46735 1.04733 -0.42230
N -0.27373 2.20801 0.06806
C -0.48903 0.95004 0.72518
H -2.82575 -0.85176 -0.62207
H -1.69984 -0.65520 1.50396
H -0.20828 -2.34525 0.45893
H -0.43091 -1.66797 -1.06874
H 1.83998 -1.75492 -0.32413
H 2.54020 0.40998 -0.88414
H 2.32694 0.89351 0.68767
H 0.11506 0.80305 -1.40597
H -1.00690 2.39253 -0.65206
H 0.11656 1.04641 1.67049

***

Quick one: least stable of them? (x)

***

(w)
The following is a quantum chemistry calculation of C5H10N2O in the gas phase, from the Open Molecules 2025 dataset.

Positions of all 18 atoms, in Å:
C -2.26978 -0.06456 0.16428
C 1.76223 -1.26068 -1.09397
C 0.15888 0.43617 1.91663
C 0.39343 1.05194 -0.59559
C 0.34761 0.01521 0.48699
O -1.01998 -0.56138 -0.25607
N 1.50332 -0.50487 0.09915
N 0.63866 1.72873 -1.54527
H 0.42938 1.76383 -2.52850
H -3.03658 -0.52459 -0.46556
H -2.34251 1.02760 0.05747
H -2.49915 -0.33827 1.20100
H 2.60166 -1.93058 -0.90555
H 0.91105 -1.86416 -1.42427
H 2.02629 -0.58464 -1.92536
H 0.03381 -0.46075 2.52150
H 1.04933 0.96093 2.26050
H -0.68764 1.11009 2.03261

***

(x)
The following is a quantum chemistry calculation of 3 unconnected molecules or ions with the total composition C5H10N2O, from the Open Molecules 2025 dataset.

Positions of all 18 atoms, in Å:
C 1.00198 -1.67557 -0.27282
C -0.51388 2.04298 0.51242
N -1.80584 -0.53551 0.64505
C 0.64949 -0.29915 0.05465
C -0.08996 0.65753 0.33714
N -2.56363 -1.07616 -0.35688
C 2.48625 0.92219 -0.23541
O 3.39812 0.25085 -0.61884
H -1.49532 -1.29031 1.25282
H -2.99794 -0.35512 -0.92123
H -2.12874 -1.78545 -0.94673
H 2.63364 2.02916 -0.05286
H 0.97534 -2.31885 0.60948
H 0.33387 -2.08327 -1.03725
H 2.02254 -1.68812 -0.66580
H -0.52205 2.58027 -0.43820
H 0.14172 2.56066 1.21306
H -1.52558 2.06388 0.92140

***

(y)
The following is a quantum chemistry calculation of C5H10N2O in the gas phase, from the Open Molecules 2025 dataset.

Positions of all 18 atoms, in Å:
C -1.65852 -0.80493 0.38040
C -0.21948 -0.40011 0.26018
C 0.68009 -1.27545 1.24680
C -0.20430 1.16500 0.41194
C -0.04638 -0.03703 -2.14973
N -2.01539 -1.75236 -0.37756
N 0.17625 -0.87638 -1.02571
O -1.23009 -2.17579 -1.28443
H -2.29854 -0.29390 1.12779
H 0.00458 -2.10168 1.36413
H 0.98746 -0.69569 2.15149
H 1.52505 -1.61445 0.52222
H 0.80868 1.60899 0.22212
H -0.38770 1.32882 1.48670
H -0.86609 1.75031 -0.16236
H -0.03618 -0.75024 -2.94923
H -0.88417 0.65646 -1.92686
H 0.88240 0.52550 -2.50246

***

Quick one: least stable of them? (x)